Formula: C22H42CaF2NO22S2
Source: the Open Molecules 2025 dataset
Level of theory: ωB97M-V/def2-TZVPD

Structure (XYZ):
```
92
Properties=species:S:1:pos:R:3:forces:R:3:lowdin_charge:R:1
Ca 0.130810 -2.028430 6.256050 -0.4 -0.4 -0.4 1.833
N -1.246150 -4.228190 3.866390 -1.6 -3.7 2.4 -0.319
S -1.552730 -4.147980 2.369330 0.8 2.2 -7.8 0.380
O -2.905980 -3.877870 1.931330 1.4 -0.2 1.0 -0.280
O -0.745010 -4.998370 1.465780 -1.7 1.0 2.4 -0.292
F -0.813570 -2.751380 2.202150 0.3 1.0 0.0 -0.233
S -1.971500 -5.867220 3.916200 -0.3 -4.2 2.1 0.548
O -1.018040 -6.950340 3.812620 -0.1 1.8 -1.1 -0.279
O -3.317670 -6.126930 3.434830 2.1 1.5 -0.1 -0.247
F -2.184050 -5.954120 5.442360 -0.3 1.3 2.0 -0.190
C -7.036870 1.045330 10.333800 0.2 -0.9 0.0 -0.005
C -6.509710 -0.328250 9.828780 -1.6 0.3 -1.1 -0.277
C -7.170120 -0.796200 8.495640 -0.9 1.3 1.1 -0.044
O -6.071690 -1.256030 7.737850 -5.5 -1.7 -3.5 0.158
C -5.019840 -1.052000 8.332270 5.7 -1.4 1.2 -0.739
O -3.950480 -1.526040 8.039070 0.9 0.2 -0.8 0.112
O -5.175490 -0.381720 9.411940 1.2 2.7 3.5 0.120
H -6.381350 1.487280 11.084180 0.0 -0.1 0.0 0.083
H -8.016610 0.873100 10.779380 0.1 -0.2 0.3 0.087
H -7.251080 1.794390 9.571480 0.5 -0.2 -0.4 0.082
H -6.651280 -1.144470 10.537200 0.0 0.4 0.5 0.154
H -7.580700 0.067070 7.971900 -0.4 -0.3 -0.1 0.136
H -7.908060 -1.559020 8.743940 0.1 -0.1 -0.8 0.143
C 6.731200 1.144310 6.489410 1.7 -0.5 -1.9 -0.013
O 5.403010 0.687180 6.329700 -0.5 -1.1 3.2 0.043
C 4.692040 0.743870 5.265260 -2.9 0.3 -0.8 -0.624
O 3.598140 0.177760 5.086080 2.2 0.5 0.6 0.059
O 5.193000 1.640430 4.448520 0.8 0.7 -1.0 0.000
C 4.682930 1.633480 3.150460 -1.3 -0.7 -2.0 -0.050
H 7.051220 1.726720 7.353410 -1.3 0.0 0.3 0.104
H 7.008350 1.682880 5.583190 0.1 0.2 0.3 0.097
H 7.330930 0.234160 6.482370 0.2 0.0 0.2 0.097
H 5.317910 2.078570 2.384440 0.5 0.2 0.8 0.103
H 3.707290 2.109840 3.053890 0.0 0.2 0.4 0.100
H 4.511730 0.605000 2.832630 0.1 -0.1 0.0 0.099
C -2.490010 4.264480 4.505370 -1.3 1.0 -0.7 -0.019
O -2.953890 3.151880 3.705680 1.1 -1.0 0.8 -0.037
C -2.607240 1.864560 3.966140 1.5 0.5 0.2 -0.540
O -1.800610 1.464130 4.832980 -2.2 0.9 -1.9 0.044
O -3.143010 1.066840 3.046160 -0.2 -0.9 0.5 0.011
C -3.998060 1.490320 1.959090 -0.3 1.4 -0.3 -0.015
H -1.507990 4.290790 4.977660 -0.2 -1.0 0.0 0.100
H -3.339490 4.525970 5.136310 0.5 -0.3 0.7 0.096
H -2.515990 5.098560 3.804140 0.3 -0.1 -0.3 0.091
H -3.402380 1.689070 1.068160 0.2 -0.1 0.2 0.100
H -4.543330 2.404830 2.192410 0.3 0.1 0.3 0.090
H -4.789600 0.801790 1.663300 0.6 -0.8 0.7 0.099
C 3.763640 2.117190 12.101980 1.0 0.4 -0.3 -0.076
C 2.718040 2.943390 11.339680 0.8 -1.8 0.6 -0.161
O 2.019670 2.009620 10.420860 -0.9 -0.5 0.3 -0.004
C 1.016840 1.116270 10.726220 -0.2 0.7 -2.2 -0.562
O 0.545150 0.371450 9.851070 1.2 1.3 2.0 0.055
O 0.580250 1.295670 11.948750 -0.6 0.1 1.1 -0.008
C -0.641130 0.661700 12.454840 0.6 -0.9 -0.8 0.016
H 4.669440 1.987510 11.509680 -0.2 -0.5 -0.4 0.071
H 3.389750 1.151090 12.441050 -0.1 0.1 0.0 0.079
H 4.196490 2.650220 12.948510 -0.6 0.2 0.3 0.077
H 3.217340 3.623180 10.649270 -0.4 0.1 0.2 0.121
H 2.177100 3.461430 12.131600 -1.0 0.0 -0.8 0.117
H -0.653000 0.787940 13.537450 0.1 0.3 -0.3 0.098
H -0.591240 -0.402180 12.222920 0.1 0.0 0.1 0.091
H -1.540250 1.030110 11.960920 0.3 0.4 0.1 0.099
C 2.267000 -7.941850 9.178560 1.2 -0.6 0.1 -0.066
C 1.137600 -7.666090 10.088730 -1.8 0.8 -0.4 -0.226
O 1.398930 -6.515190 10.911810 -0.2 3.1 0.6 -0.032
C 1.060850 -5.179470 10.589820 0.8 -1.5 1.6 -0.477
O 0.570010 -4.779490 9.567800 0.3 -0.3 0.3 0.103
O 1.365700 -4.314520 11.628450 -1.1 -0.8 -3.8 -0.052
C 1.790250 -4.714140 12.907470 0.6 0.4 -0.7 -0.049
H 2.066660 -7.575360 8.171760 0.4 0.2 0.2 0.084
H 2.531300 -8.997430 9.115370 -0.3 -0.1 -0.1 0.083
H 3.120720 -7.503860 9.695680 0.4 0.3 -0.7 0.088
H 0.885430 -8.444410 10.808960 0.1 0.0 -0.2 0.131
H 0.278510 -7.433300 9.459550 -0.4 -0.2 0.4 0.121
H 2.121600 -3.732890 13.247280 -0.4 -0.3 1.1 0.099
H 2.702590 -5.299590 12.793540 -0.4 -0.6 0.5 0.098
H 0.904480 -5.158480 13.361440 0.7 -0.1 0.8 0.108
C 5.891740 -6.367200 3.659890 0.2 0.6 -0.7 -0.079
C 4.894250 -5.683610 4.550890 0.0 -1.9 -0.9 -0.221
O 5.671040 -5.200070 5.684230 -1.8 1.5 1.1 0.025
C 5.011460 -4.417290 6.582780 0.7 0.5 2.3 -0.472
O 3.842230 -4.074300 6.601030 1.6 -0.7 -0.8 0.081
O 5.786930 -3.998840 7.736340 0.1 -0.9 -1.7 -0.062
C 7.281610 -4.086180 7.840150 -0.9 -0.1 -1.3 -0.015
H 6.370110 -7.217430 4.146070 0.2 0.3 0.1 0.087
H 6.594530 -5.615080 3.301400 0.4 -0.4 -0.1 0.083
H 5.329110 -6.760100 2.813020 0.1 0.0 -0.2 0.089
H 4.228910 -6.532070 4.710640 -0.3 0.3 1.6 0.124
H 4.246640 -5.026210 3.970780 0.6 1.1 0.6 0.128
H 7.699170 -4.325710 8.818090 -1.1 -0.2 0.3 0.084
H 7.685630 -3.098370 7.618540 -0.1 -0.1 -0.4 0.078
H 7.623210 -4.859000 7.151570 0.1 0.3 -0.1 0.083
```
Positions in Å, forces in eV/Å.

Computed properties:
Charge: +1
2S+1: 1
Total energy in Ha: -4246.769433

---

Formula: C3H7N
Source: the Open Molecules 2025 dataset
Level of theory: ωB97M-V/def2-TZVPD

Structure (XYZ):
```
11
Properties=species:S:1:pos:R:3:forces:R:3:lowdin_charge:R:1
C -0.903039 0.916109 0.180970 -1.6 0.4 0.0 -0.084
C -2.195714 1.219811 0.061218 -0.4 -0.1 -0.5 -0.086
H -0.207808 1.713664 0.393143 0.5 -0.3 -0.6 0.047
H -0.648496 -0.119893 0.041064 0.6 0.0 0.7 0.009
H -2.603345 2.195814 -0.184230 0.4 0.3 0.8 0.040
H -2.985462 0.473801 0.066456 0.3 -0.3 -0.4 0.038
C 1.663690 -1.562204 0.042219 0.8 0.4 -0.3 -0.135
N 1.816873 -0.470424 -0.585848 0.0 -0.3 0.2 0.018
H 0.680269 -1.981625 0.229766 -0.1 0.0 0.0 0.052
H 2.558404 -2.089059 0.385333 -0.4 -0.4 0.2 0.062
H 2.824629 -0.295994 -0.630090 -0.2 0.3 -0.2 0.041
```
Positions in Å, forces in eV/Å.

Computed properties:
ΔE to the lowest compared entry with this formula, charge and spin in kJ/mol: 170.1
Charge: 0
2S+1: 1
SMILES: C=C.C=N

---

Formula: C25H24F2N4O2S2
Source: the Open Molecules 2025 dataset
Level of theory: ωB97M-V/def2-TZVPD

Structure (XYZ):
```
59
Properties=species:S:1:pos:R:3:forces:R:3:lowdin_charge:R:1
C -2.542945 -1.751593 2.264222 0.2 0.1 0.0 -0.042
C -1.543337 -0.614299 2.083675 -0.4 -0.2 0.5 -0.199
N -1.108424 -0.505166 0.713319 0.5 0.0 -0.8 0.001
C 0.005664 -1.070700 0.163516 -0.2 0.1 -0.1 -0.636
S 1.069706 -2.088943 1.073689 0.2 -0.4 0.2 0.999
C 2.141619 -2.696140 -0.279372 -0.3 0.0 0.3 -0.381
C 3.448761 -1.975340 -0.377498 0.2 0.2 -0.1 -0.293
C 3.946412 -1.600553 -1.618740 -0.1 -0.1 0.0 -0.046
C 5.188295 -0.998710 -1.724641 0.1 -0.1 0.1 -0.079
C 5.944740 -0.743671 -0.594878 0.0 0.0 0.1 -0.018
C 5.426730 -1.103149 0.635188 -0.1 -0.1 -0.1 -0.271
F 6.144072 -0.852203 1.751161 0.0 0.0 -0.1 0.058
C 4.197921 -1.720435 0.763561 0.2 0.1 0.0 0.000
N 0.112545 -0.762785 -1.101139 0.7 -0.5 0.2 0.051
N -0.942023 0.010490 -1.408126 -1.1 0.6 -0.3 0.090
C -1.673720 0.161506 -0.337331 0.2 -0.5 0.0 -0.311
C -2.923304 0.973626 -0.282694 -0.2 -0.3 0.1 -0.289
C -3.941031 0.455630 -1.312369 0.1 0.1 0.3 -0.089
C -4.363747 -0.940929 -0.953742 -0.1 0.0 -0.1 -0.239
C -3.659604 -2.037542 -1.435578 0.0 0.0 0.0 -0.040
C -4.016099 -3.320933 -1.059648 0.0 -0.1 0.0 -0.076
C -5.083613 -3.523652 -0.201397 0.0 -0.1 0.0 -0.092
C -5.794304 -2.436905 0.279395 -0.1 0.0 0.1 -0.089
C -5.432839 -1.153123 -0.091685 0.0 0.0 -0.1 -0.055
N -2.640165 2.376370 -0.520130 0.2 0.6 0.6 -0.068
S -1.580900 3.083478 0.556600 0.1 0.3 -0.4 0.659
O -1.660209 4.494563 0.347750 0.1 0.0 -0.3 -0.271
O -1.891485 2.545429 1.850233 0.1 -0.3 0.0 -0.285
C 0.067037 2.551523 0.085492 -0.6 0.2 0.3 -0.285
C 0.524789 2.867101 -1.179808 0.2 0.0 0.0 -0.056
C 1.805374 2.502557 -1.550680 0.0 0.0 0.1 0.018
C 2.596534 1.835235 -0.629744 -0.1 0.1 0.1 -0.253
F 3.854373 1.516330 -0.976312 -0.2 0.1 0.0 0.077
C 2.148476 1.513816 0.639763 0.2 0.1 -0.2 0.011
C 0.862378 1.883968 0.996220 0.0 0.0 0.0 -0.054
H -2.832907 -1.815866 3.308718 -0.1 0.0 0.1 0.082
H -3.432533 -1.586830 1.661605 -0.1 0.0 0.0 0.055
H -2.095339 -2.697727 1.967901 0.0 -0.1 0.0 0.077
H -0.652931 -0.805775 2.689809 -0.1 0.2 0.0 0.103
H -1.972994 0.345695 2.383087 0.2 -0.2 0.0 0.104
H 1.559188 -2.593906 -1.192790 0.1 -0.1 0.0 0.068
H 2.306058 -3.751626 -0.051548 -0.1 0.1 -0.1 0.087
H 3.356577 -1.782478 -2.503916 -0.1 0.0 -0.1 0.116
H 5.566496 -0.715044 -2.694122 0.0 0.0 -0.1 0.109
H 6.909346 -0.266733 -0.653883 0.1 0.1 0.0 0.118
H 3.829544 -1.993148 1.741375 0.0 0.0 0.1 0.111
H -3.347799 0.925272 0.723785 -0.1 -0.2 -0.2 0.143
H -4.796768 1.131444 -1.315416 0.0 0.0 0.0 0.127
H -3.466504 0.467734 -2.294766 0.0 0.0 0.0 0.123
H -2.828705 -1.880761 -2.107765 0.1 0.0 -0.1 0.111
H -3.460894 -4.165441 -1.440479 0.0 -0.1 0.0 0.104
H -5.363344 -4.525106 0.089402 0.0 -0.1 0.0 0.101
H -6.630085 -2.588653 0.946276 -0.1 0.0 0.1 0.103
H -5.986107 -0.305893 0.287786 -0.1 0.1 0.0 0.117
H -2.397987 2.581238 -1.477653 0.1 0.1 -0.2 0.114
H -0.115091 3.408263 -1.858276 0.0 0.1 -0.2 0.119
H 2.197739 2.729527 -2.528610 0.0 0.0 -0.1 0.124
H 2.798953 0.992759 1.324139 0.1 -0.1 0.1 0.120
H 0.467304 1.674010 1.977796 0.0 -0.1 0.1 0.117
```
Positions in Å, forces in eV/Å.

Computed properties:
Charge: 0
2S+1: 1
Total energy in Ha: -2332.688299
SMILES: CCn1c(SCc2cccc(F)c2)nnc1[C@H](Cc1ccccc1)NS(=O)(=O)c1ccc(F)cc1

---

| no. | largest force on an atom (eV Å⁻¹) |
| --- | --- |
| 1 | 8.2 |
| 2 | 1.6 |
| 3 | 1.2 |